ORCA calculation (wB97M-V/def2-TZVPD) on a molecular structure, C40H38N4OTeTl at a distorted geometry.

XYZ file:
```
85
C40H38N4OTeTl (wB97M-V/def2-TZVPD)
Tl -0.7811 -2.3178 -0.0383
C 2.6287 -4.2238 -0.5356
C 2.6991 -3.4637 0.7576
C 3.8864 -2.9123 1.2262
C 3.8687 -2.1992 2.4126
C 2.6822 -2.0825 3.1155
C 1.5437 -2.6858 2.5952
N 1.5588 -3.3419 1.4379
C 0.2464 -2.6507 3.3303
C 0.2479 -2.7289 4.7153
C -0.9666 -2.7305 5.3748
C -2.1271 -2.6167 4.6410
C -2.0510 -2.5072 3.2550
N -0.8812 -2.5684 2.6171
C -3.2984 -2.3256 2.4494
C -4.4923 -1.9636 3.0611
C -5.6249 -1.8218 2.2852
C -5.5454 -2.0396 0.9218
C -4.3164 -2.3788 0.3739
C -4.1550 -2.5657 -1.1117
N -3.2252 -2.5175 1.1325
H 3.6062 -4.2925 -1.0105
H 1.9345 -3.7292 -1.2207
H 2.2467 -5.2307 -0.3546
H 4.8022 -3.0310 0.6616
H 4.7717 -1.7296 2.7815
H 2.6343 -1.5049 4.0292
H 1.1765 -2.8339 5.2591
H -1.0065 -2.8253 6.4526
H -3.0804 -2.6102 5.1448
H -4.5341 -1.7463 4.1172
H -6.5629 -1.5312 2.7418
H -6.4156 -1.9388 0.2849
H -5.0979 -2.8629 -1.5716
H -3.4027 -3.3244 -1.3230
H -3.8262 -1.6323 -1.5789
C 4.8375 3.2913 -5.1906
C 3.9567 2.6846 -4.1279
C 2.8428 3.3479 -3.6383
C 2.0307 2.7850 -2.6579
C 0.8265 3.5619 -2.1821
C 2.3227 1.5124 -2.1534
Te 1.0379 0.6083 -0.5642
N -0.5943 0.2157 0.9749
C -1.2086 0.8658 1.9489
O -2.1313 0.3595 2.6276
C -0.8762 2.3243 2.2714
C -1.9460 3.1271 2.6619
C -1.7560 4.4665 2.9690
C -0.4821 5.0202 2.9166
C 0.5948 4.2215 2.5615
C 0.3967 2.8844 2.2367
C -0.4641 0.3686 -2.0489
C -0.1500 -0.5190 -3.0808
C -1.0568 -0.8123 -4.0841
C -2.3085 -0.2123 -4.0630
C -2.6189 0.6884 -3.0581
C -1.7148 1.0077 -2.0378
C -2.1420 2.0317 -1.0184
C 3.4539 0.8302 -2.6321
C 3.8438 -0.5584 -2.1763
C 4.2467 1.4277 -3.6102
H 4.5531 4.3219 -5.4051
H 4.7690 2.7200 -6.1194
H 5.8832 3.2832 -4.8786
H 2.5989 4.3347 -4.0228
H 0.8831 4.6070 -2.4907
H 0.7409 3.5283 -1.0948
H -0.0925 3.1347 -2.5949
H -2.9293 2.6784 2.7163
H -2.6013 5.0804 3.2559
H -0.3280 6.0639 3.1638
H 1.5943 4.6402 2.5343
H 1.2465 2.2748 1.9772
H 0.8319 -0.9826 -3.0964
H -0.7895 -1.5035 -4.8740
H -3.0353 -0.4354 -4.8356
H -3.5866 1.1807 -3.0609
H -2.7821 2.7831 -1.4853
H -1.2907 2.5331 -0.5641
H -2.7059 1.5617 -0.2097
H 3.6490 -0.7157 -1.1196
H 4.9054 -0.7356 -2.3640
H 3.2787 -1.3137 -2.7308
H 5.1229 0.8969 -3.9759
```

Values from the calculation:
- LUMO energy (alpha / beta) (eV) = 0.06 / -0.35
- energy (a.u.) = -2281.804736
- gap between HOMO and LUMO (alpha / beta) (eV) = 6.862 / 6.911
- multiplicity = 2
- HOMO level (alpha / beta) (eV) = -6.805 / -7.257
- net charge = 0
- ΔE to the lowest compared entry with this formula, charge and spin (eV) = 0.403